Here is the molecule C3H4INO from the OMol25 dataset. Energies are from ωB97M-V/def2-TZVPD.

Each line ends with the Mulliken charge.
Positions of all 10 atoms, in Å:
C1 1.035 -1.037 1.278  0.5082
C2 0.437 0.170 0.601  -0.4237
C3 -0.351 -0.779 -0.291  -0.4380
N1 0.264 -1.873 0.563  -0.2543
O1 1.867 -1.267 2.107  -0.6094
I1 -0.102 -3.746 0.563  0.2016
H1 -0.182 0.929 1.020  0.2882
H2 1.323 0.657 0.144  0.2061
H3 -1.355 -0.730 0.016  0.2410
H4 -0.336 -1.078 -1.393  0.2803

Its SMILES is O=C1CCN1I. The gap between HOMO and LUMO is 9.2 eV. The calculation puts the energy above the lowest of the compared OMol25 structures with the same formula, charge and spin at 24.7 kcal/mol. As for the net charge: 0. The calculation puts the HOMO energy at -9.0 eV.